A:
Molecular formula: C28H32ClKN6O5S7
Method: DFT, ωB97M-V with the def2-TZVPD basis set

Geometry (Å):
K (-0.848, -1.245, -0.544)
C (-0.732, -1.742, 4.275)
C (-0.452, -2.328, 2.956)
N (0.276, -1.678, 2.121)
N (0.884, -0.545, 2.555)
C (0.413, 0.616, 2.266)
S (-1.135, 0.988, 1.614)
S (1.713, 1.806, 2.672)
C (0.579, 3.079, 3.253)
C (0.106, 2.837, 4.683)
C (0.982, 3.078, 5.767)
C (0.575, 2.846, 7.106)
C (-0.693, 2.264, 7.301)
C (-1.525, 1.950, 6.275)
C (-1.137, 2.248, 4.964)
C (-0.762, -3.781, 2.619)
C (-0.475, -4.717, 3.572)
C (-0.775, -6.058, 3.443)
C (-1.337, -6.465, 2.243)
C (-1.633, -5.569, 1.243)
C (-1.374, -4.169, 1.413)
O (-1.718, -3.284, 0.607)
H (-1.453, -2.323, 4.808)
H (-1.209, -0.739, 4.008)
H (0.196, -1.511, 4.740)
H (-0.290, 3.024, 2.613)
H (1.034, 4.066, 3.157)
H (1.962, 3.510, 5.680)
H (1.140, 3.147, 7.959)
H (-1.067, 1.913, 8.330)
H (-2.455, 1.520, 6.505)
H (-1.888, 2.159, 4.153)
H (-0.062, -4.397, 4.536)
H (-0.621, -6.741, 4.302)
H (-1.671, -7.464, 2.140)
H (-2.145, -5.773, 0.284)
O (-3.610, -2.035, -4.339)
Cl (-2.905, -0.773, -4.517)
O (-2.444, -0.711, -5.889)
O (-3.780, 0.382, -4.287)
O (-1.781, -0.677, -3.615)
C (1.161, 3.642, -0.575)
C (1.139, 2.156, -0.912)
S (0.287, 1.517, -2.382)
C (-1.288, 2.401, -2.529)
C (-1.506, 2.925, -4.006)
S (-0.174, 3.839, -4.824)
C (-0.009, 5.497, -4.024)
C (0.386, 5.662, -2.540)
S (1.821, 4.799, -1.846)
H (1.942, 3.774, 0.194)
H (0.271, 4.149, -0.124)
H (0.776, 1.575, -0.060)
H (2.134, 1.848, -1.125)
H (-1.441, 3.201, -1.783)
H (-2.081, 1.706, -2.363)
H (-2.449, 3.486, -4.032)
H (-1.624, 2.013, -4.596)
H (-0.865, 6.126, -4.244)
H (0.806, 5.949, -4.606)
H (-0.459, 5.389, -1.904)
H (0.555, 6.742, -2.377)
N (1.568, -3.963, 0.162)
C (1.410, -3.964, -1.248)
N (2.001, -3.144, -2.043)
C (1.788, -3.528, -3.345)
C (1.076, -4.647, -3.518)
S (0.686, -5.424, -1.952)
C (2.056, -2.523, -4.388)
C (2.374, -2.821, -5.704)
S (2.702, -1.326, -6.563)
C (2.321, -0.443, -5.119)
N (1.987, -1.194, -4.100)
N (2.458, 0.916, -4.999)
H (1.721, -2.999, 0.458)
H (0.816, -4.351, 0.693)
H (0.572, -4.894, -4.484)
H (2.590, -3.813, -6.121)
H (2.393, 1.548, -5.829)
H (2.212, 1.463, -4.218)

- LUMO: 3.605 eV
- E_HOMO: -2.2 eV
- Charge: -2
- Orbital gap: 5.9 eV

Here are the Löwdin charges for atoms 1 to 2, given in e: 0.6219 -0.0345

B:
Molecular formula: C28H32ClKN6O5S7
Method: DFT, ωB97M-V with the def2-TZVPD basis set

Geometry (Å):
K (11.334, 11.958, 10.157)
C (9.608, 14.222, 12.058)
C (9.506, 12.669, 12.213)
N (8.680, 11.987, 11.506)
N (7.898, 12.717, 10.645)
C (7.786, 12.478, 9.431)
S (8.763, 11.518, 8.399)
S (6.404, 13.202, 8.466)
C (5.600, 13.991, 9.840)
C (6.169, 15.283, 10.279)
C (6.041, 15.635, 11.624)
C (6.560, 16.875, 12.042)
C (7.361, 17.703, 11.181)
C (7.618, 17.290, 9.885)
C (7.028, 16.100, 9.502)
C (10.184, 12.026, 13.354)
C (9.407, 11.588, 14.406)
C (9.970, 10.903, 15.463)
C (11.327, 10.762, 15.479)
C (12.116, 11.348, 14.510)
C (11.610, 11.992, 13.396)
O (12.409, 12.508, 12.527)
H (8.761, 14.751, 12.571)
H (10.474, 14.580, 12.553)
H (9.715, 14.540, 10.999)
H (4.535, 14.118, 9.623)
H (5.677, 13.270, 10.647)
H (5.490, 15.073, 12.334)
H (6.314, 17.164, 13.036)
H (7.908, 18.571, 11.580)
H (8.297, 17.807, 9.187)
H (7.324, 15.798, 8.490)
H (8.322, 11.740, 14.258)
H (9.269, 10.417, 16.171)
H (11.843, 10.215, 16.246)
H (13.205, 11.252, 14.623)
O (15.252, 7.064, 13.649)
Cl (15.695, 7.518, 12.359)
O (14.614, 7.824, 11.462)
O (16.480, 8.754, 12.589)
O (16.585, 6.517, 11.821)
C (7.610, 9.144, 12.862)
C (8.598, 8.174, 13.476)
S (9.419, 6.853, 12.567)
C (10.705, 7.559, 11.572)
C (10.163, 8.267, 10.302)
S (9.382, 7.233, 9.056)
C (7.795, 7.058, 9.843)
C (7.062, 8.426, 10.166)
S (6.343, 8.413, 11.823)
H (8.108, 9.851, 12.189)
H (7.042, 9.633, 13.651)
H (8.188, 7.509, 14.259)
H (9.277, 8.794, 14.066)
H (11.312, 6.660, 11.287)
H (11.355, 8.147, 12.187)
H (11.123, 8.645, 9.842)
H (9.542, 9.132, 10.612)
H (7.708, 6.447, 10.721)
H (7.187, 6.580, 9.081)
H (6.283, 8.516, 9.424)
H (7.643, 9.289, 10.089)
N (14.672, 11.182, 11.810)
C (14.781, 11.153, 10.478)
N (13.957, 11.650, 9.618)
C (14.487, 11.571, 8.389)
C (15.736, 11.010, 8.218)
S (16.270, 10.404, 9.811)
C (13.698, 12.168, 7.285)
C (14.149, 12.511, 6.055)
S (12.817, 13.118, 5.074)
C (11.761, 12.880, 6.420)
N (12.335, 12.349, 7.465)
N (10.463, 13.302, 6.413)
H (13.751, 11.542, 12.229)
H (15.286, 10.531, 12.356)
H (16.171, 10.670, 7.279)
H (15.170, 12.746, 5.780)
H (10.050, 13.360, 5.495)
H (9.786, 12.931, 7.068)

- LUMO: 3.541 eV
- E_HOMO: -2.9 eV
- Charge: -2
- Orbital gap: 6.4 eV

Here are the Löwdin charges for atoms 1 to 2, given in e: 0.6823 -0.0025

Name the least stable of them. A.

A:
Molecular formula: C20H55N5O5
Method: DFT, ωB97M-V with the def2-TZVPD basis set

Geometry (Å):
C (7.175, -8.428, 31.558)
C (7.276, -7.319, 32.647)
C (7.115, -5.896, 32.089)
O (8.183, -5.740, 31.105)
C (8.500, -4.308, 31.075)
N (6.460, -7.636, 33.771)
H (7.660, -8.145, 30.623)
H (6.137, -8.537, 31.244)
H (7.708, -9.370, 31.681)
H (8.300, -7.310, 33.021)
H (7.242, -5.250, 32.958)
H (6.120, -5.763, 31.665)
H (7.644, -3.722, 30.742)
H (9.207, -4.197, 30.253)
H (8.889, -3.872, 31.996)
H (6.757, -7.021, 34.515)
H (6.762, -8.553, 34.066)
C (1.536, -16.020, 33.756)
C (2.948, -15.741, 33.191)
C (3.185, -14.222, 32.872)
O (2.287, -13.689, 31.836)
C (2.922, -12.641, 31.146)
N (3.848, -16.133, 34.229)
H (1.634, -17.009, 34.202)
H (0.898, -15.942, 32.875)
H (1.124, -15.313, 34.476)
H (3.192, -16.374, 32.338)
H (4.220, -14.228, 32.532)
H (3.222, -13.618, 33.779)
H (3.241, -11.806, 31.770)
H (2.254, -12.164, 30.428)
H (3.777, -12.999, 30.574)
H (4.830, -15.901, 34.189)
H (3.553, -15.829, 35.146)
C (7.271, -8.545, 28.671)
C (6.931, -9.956, 28.952)
C (5.394, -10.041, 29.202)
O (5.092, -11.130, 29.931)
C (3.668, -11.346, 30.042)
N (7.281, -10.853, 27.932)
H (6.774, -7.973, 27.888)
H (8.325, -8.362, 28.458)
H (6.909, -7.915, 29.484)
H (7.433, -10.204, 29.888)
H (4.919, -9.896, 28.232)
H (5.090, -9.165, 29.776)
H (3.152, -11.942, 29.290)
H (3.084, -10.428, 29.972)
H (3.428, -11.755, 31.024)
H (6.539, -10.786, 27.249)
H (8.146, -10.566, 27.497)
C (2.786, -4.308, 26.198)
C (3.048, -4.803, 27.680)
C (4.546, -5.209, 27.886)
O (4.669, -5.816, 29.176)
C (5.920, -6.437, 29.346)
N (2.657, -3.699, 28.540)
H (3.315, -3.357, 26.129)
H (1.708, -4.248, 26.046)
H (3.087, -5.073, 25.482)
H (2.422, -5.687, 27.799)
H (5.247, -4.382, 27.773)
H (4.879, -5.903, 27.114)
H (6.562, -6.319, 28.472)
H (5.691, -7.503, 29.322)
H (6.383, -6.380, 30.331)
H (1.649, -3.666, 28.475)
H (2.927, -4.052, 29.447)
C (8.229, -13.705, 28.131)
C (9.170, -12.576, 27.631)
C (10.398, -13.061, 26.746)
O (11.189, -14.019, 27.456)
C (11.680, -15.044, 26.598)
N (8.355, -11.744, 26.792)
H (8.840, -14.413, 28.692)
H (7.728, -14.327, 27.388)
H (7.436, -13.472, 28.842)
H (9.453, -12.023, 28.527)
H (11.075, -12.258, 26.456)
H (9.985, -13.481, 25.828)
H (12.057, -15.827, 27.257)
H (12.555, -14.727, 26.030)
H (10.857, -15.353, 25.954)
H (8.213, -12.236, 25.921)
H (7.463, -11.510, 27.204)

- LUMO: 0.599 eV
- E_HOMO: -7.8 eV
- Charge: 0
- Orbital gap: 8.4 eV

Here are the Löwdin charges for atoms 1 to 2, given in e: -0.0457 -0.4253

B:
Molecular formula: C20H55N5O5
Method: DFT, ωB97M-V with the def2-TZVPD basis set

Geometry (Å):
C (-2.870, -0.807, 4.442)
C (-3.321, 0.190, 3.486)
C (-4.865, 0.225, 3.409)
O (-5.528, -1.066, 3.309)
C (-5.552, -1.717, 2.050)
N (-2.700, 1.499, 3.783)
H (-3.248, -1.788, 4.152)
H (-3.042, -0.588, 5.495)
H (-1.807, -1.041, 4.396)
H (-3.043, -0.116, 2.478)
H (-5.056, 0.972, 2.637)
H (-5.122, 0.781, 4.311)
H (-4.700, -1.611, 1.379)
H (-6.453, -1.483, 1.482)
H (-5.825, -2.739, 2.312)
H (-3.209, 2.269, 3.371)
H (-2.878, 1.727, 4.751)
C (4.046, 3.042, 2.629)
C (3.183, 2.021, 1.918)
C (2.350, 2.637, 0.845)
O (3.073, 3.211, -0.230)
C (2.296, 3.721, -1.229)
N (4.056, 1.001, 1.297)
H (4.710, 3.447, 1.865)
H (4.586, 2.550, 3.438)
H (3.552, 3.822, 3.209)
H (2.554, 1.450, 2.600)
H (1.772, 3.366, 1.412)
H (1.712, 1.913, 0.339)
H (1.965, 3.134, -2.086)
H (2.661, 4.658, -1.651)
H (1.343, 4.007, -0.784)
H (4.070, 1.177, 0.302)
H (3.663, 0.073, 1.364)
C (-0.420, -1.755, 1.262)
C (-0.566, -0.253, 1.390)
C (-0.121, 0.593, 0.147)
O (1.312, 0.474, 0.082)
C (1.816, 0.733, -1.283)
N (-2.004, -0.145, 1.471)
H (-1.024, -2.279, 0.521)
H (-0.513, -2.294, 2.205)
H (0.646, -1.842, 1.052)
H (-0.020, 0.048, 2.284)
H (-0.375, 1.643, 0.292)
H (-0.663, 0.304, -0.754)
H (1.161, 0.268, -2.021)
H (2.794, 0.301, -1.493)
H (1.846, 1.770, -1.615)
H (-2.252, -0.798, 2.201)
H (-2.136, 0.766, 1.885)
C (1.020, 4.221, -3.586)
C (0.021, 3.273, -3.092)
C (0.080, 1.866, -3.699)
O (-0.984, 1.039, -3.199)
C (-0.819, -0.358, -3.343)
N (0.326, 3.042, -1.697)
H (0.872, 4.224, -4.666)
H (2.020, 3.874, -3.324)
H (0.759, 5.175, -3.129)
H (-0.949, 3.717, -3.316)
H (1.048, 1.418, -3.473)
H (0.008, 2.078, -4.766)
H (-1.746, -0.797, -2.974)
H (0.106, -0.669, -2.859)
H (-0.869, -0.599, -4.405)
H (-0.083, 3.901, -1.356)
H (-0.273, 2.266, -1.453)
C (1.062, -6.610, -2.001)
C (1.238, -5.381, -1.121)
C (1.423, -4.141, -1.957)
O (1.289, -3.013, -1.027)
C (1.044, -1.834, -1.767)
N (0.074, -5.185, -0.289)
H (1.937, -6.849, -2.605)
H (0.257, -6.584, -2.736)
H (0.790, -7.498, -1.429)
H (2.091, -5.650, -0.498)
H (0.670, -4.035, -2.738)
H (2.436, -4.094, -2.356)
H (1.835, -1.730, -2.510)
H (1.220, -1.023, -1.060)
H (0.009, -1.877, -2.107)
H (0.233, -5.459, 0.670)
H (-0.003, -4.179, -0.239)

- LUMO: 0.576 eV
- E_HOMO: -8.0 eV
- Charge: 0
- Orbital gap: 8.6 eV

Here are the Löwdin charges for atoms 1 to 2, given in e: -0.0632 -0.5118

C:
Molecular formula: C20H55N5O5
Method: DFT, ωB97M-V with the def2-TZVPD basis set

Geometry (Å):
C (10.709, 16.467, -10.395)
C (9.208, 16.445, -10.098)
C (8.448, 17.531, -10.847)
O (9.104, 18.817, -10.970)
C (8.293, 19.595, -11.824)
N (8.858, 15.070, -10.461)
H (11.360, 16.057, -9.623)
H (11.169, 17.453, -10.343)
H (11.096, 16.106, -11.348)
H (9.088, 16.684, -9.041)
H (7.468, 17.799, -10.451)
H (8.403, 17.229, -11.893)
H (8.359, 19.285, -12.867)
H (8.802, 20.552, -11.943)
H (7.251, 19.750, -11.545)
H (8.278, 14.508, -9.854)
H (8.457, 15.107, -11.387)
C (4.840, 14.830, -11.281)
C (5.197, 15.276, -12.657)
C (4.777, 16.733, -12.944)
O (4.826, 17.008, -14.356)
C (4.275, 18.323, -14.675)
N (6.580, 15.162, -12.818)
H (3.783, 15.031, -11.106)
H (5.365, 15.378, -10.498)
H (5.030, 13.760, -11.199)
H (4.795, 14.604, -13.416)
H (5.281, 17.499, -12.354)
H (3.718, 16.812, -12.699)
H (4.850, 19.130, -14.221)
H (3.272, 18.460, -14.270)
H (4.281, 18.615, -15.725)
H (6.756, 15.365, -13.792)
H (6.733, 14.164, -12.830)
C (7.088, 13.999, -5.182)
C (8.037, 14.778, -6.119)
C (8.655, 13.944, -7.243)
O (7.701, 13.086, -7.796)
C (8.256, 12.055, -8.597)
N (7.232, 15.931, -6.617)
H (6.140, 13.686, -5.619)
H (6.788, 14.646, -4.358)
H (7.506, 13.016, -4.962)
H (8.803, 15.282, -5.530)
H (9.547, 13.486, -6.818)
H (9.112, 14.616, -7.970)
H (8.934, 11.425, -8.020)
H (8.724, 12.423, -9.509)
H (7.436, 11.509, -9.062)
H (6.627, 15.495, -7.299)
H (6.698, 16.363, -5.877)
C (11.078, 13.848, -12.952)
C (11.734, 13.243, -11.792)
C (10.899, 11.871, -11.493)
O (11.150, 10.744, -12.470)
C (12.386, 10.042, -12.148)
N (13.161, 12.967, -12.214)
H (11.845, 14.532, -13.316)
H (10.189, 14.356, -12.578)
H (10.736, 13.268, -13.809)
H (11.723, 13.788, -10.848)
H (9.839, 12.100, -11.603)
H (11.039, 11.433, -10.505)
H (12.363, 9.099, -12.694)
H (12.364, 9.865, -11.073)
H (13.328, 10.509, -12.434)
H (13.256, 12.561, -13.134)
H (13.389, 13.923, -12.446)
C (18.072, 15.912, -6.492)
C (16.701, 16.590, -6.323)
C (15.675, 16.257, -7.380)
O (14.493, 16.960, -6.806)
C (13.422, 16.766, -7.724)
N (16.265, 16.334, -4.987)
H (18.572, 16.079, -7.445)
H (18.031, 14.829, -6.376)
H (18.862, 16.329, -5.868)
H (16.961, 17.645, -6.419)
H (15.458, 15.205, -7.193)
H (15.920, 16.536, -8.404)
H (12.755, 17.599, -7.500)
H (12.956, 15.782, -7.691)
H (13.734, 16.653, -8.762)
H (15.999, 15.381, -4.785)
H (15.308, 16.657, -4.979)

- LUMO: 0.593 eV
- E_HOMO: -9.0 eV
- Charge: 0
- Orbital gap: 9.6 eV

Here are the Löwdin charges for atoms 1 to 2, given in e: -0.0682 -0.3800

Name the least stable of them. A.

A:
Molecular formula: C5H12NO2
Method: DFT, ωB97M-V with the def2-TZVPD basis set

Geometry (Å):
C (1.543, -0.637, 1.229)
C (0.895, 0.344, -0.989)
C (2.036, 1.699, 0.784)
C (-3.075, -0.961, -1.171)
C (1.388, 0.643, 0.356)
N (-2.176, 1.100, -0.142)
O (-3.257, 0.890, 0.514)
O (-1.981, -0.264, -1.279)
H (2.373, -1.346, 0.845)
H (1.819, -0.358, 2.245)
H (0.629, -1.284, 1.284)
H (1.442, -0.425, -1.374)
H (0.793, 1.156, -1.796)
H (-0.249, 0.052, -0.991)
H (-1.280, 0.730, 0.429)
H (2.513, 1.656, 1.719)
H (2.096, 2.713, 0.349)
H (-3.579, -0.903, -0.253)
H (-2.826, -2.134, -1.477)
H (-3.859, -0.636, -1.882)

- LUMO: 3.585 eV
- E_HOMO: -2.6 eV
- Charge: -1
- Orbital gap: 6.1 eV

Here are the Löwdin charges for atoms 1 to 2, given in e: -0.0855 -0.1041

B:
Molecular formula: C5H12NO2
Method: DFT, ωB97M-V with the def2-TZVPD basis set

Geometry (Å):
N (1.650, 0.870, -0.413)
C (1.035, 1.418, 0.785)
C (0.669, 0.241, 1.729)
C (0.805, -1.013, 0.798)
C (0.954, -0.421, -0.601)
C (-0.494, -0.228, -1.288)
O (-1.474, -0.810, -0.525)
H (2.580, 0.596, -0.117)
H (1.646, 2.154, 1.315)
H (0.093, 1.914, 0.563)
H (1.092, 0.013, 2.711)
H (-0.394, 0.328, 1.980)
H (1.745, -1.510, 1.067)
H (-0.050, -1.660, 0.941)
H (1.608, -1.085, -1.173)
H (-0.600, 0.870, -1.293)
H (-0.390, -0.782, -2.235)
H (-2.778, -0.587, -1.101)
H (-3.875, 0.280, -1.782)
O (-3.821, -0.586, -1.360)

- LUMO: 3.846 eV
- E_HOMO: -3.4 eV
- Charge: -1
- Orbital gap: 7.2 eV

Here are the Löwdin charges for atoms 1 to 2, given in e: -0.0504 -0.2434

Name the least stable of them. A.